[1]
{"formula": "C21H29N3O2S", "method": "ωB97M-V/def2-TZVPD", "species": ["C", "H", "H", "H", "C", "N", "C", "C", "N", "C", "C", "H", "H", "H", "H", "C", "C", "C", "C", "C", "C", "C", "H", "H", "H", "H", "H", "C", "N", "S", "O", "O", "C", "C", "C", "C", "C", "C", "H", "H", "C", "H", "H", "H", "H", "H", "H", "H", "H", "H", "H", "H", "H", "H", "H", "H"], "xyz": [[5.4729, 1.3942, -2.0581], [4.6832, 1.9657, -2.5379], [5.4731, 0.3882, -2.4681], [6.4234, 1.8695, -2.2874], [5.2811, 1.3286, -0.5468], [4.1770, 0.4608, -0.1764], [2.8791, 1.0359, -0.4741], [1.7847, 0.0164, -0.1709], [1.8354, -0.3182, 1.2408], [3.1187, -0.9229, 1.5310], [4.2208, 0.0879, 1.2237], [5.1935, -0.3621, 1.4377], [4.0881, 0.9668, 1.8813], [3.1620, -1.1873, 2.5907], [3.2959, -1.8315, 0.9315], [0.6932, -1.0291, 1.7819], [-0.4867, -0.1032, 2.0002], [-1.6681, -0.6116, 2.5299], [-2.7516, 0.2134, 2.7682], [-2.6702, 1.5675, 2.4927], [-1.4879, 2.0891, 2.0008], [-0.4035, 1.2622, 1.7647], [0.5257, 1.6853, 1.4220], [-1.4028, 3.1486, 1.8073], [-3.5156, 2.2131, 2.6811], [-3.6607, -0.2004, 3.1804], [-1.7359, -1.6601, 2.7764], [0.3064, -2.3280, 0.9905], [-0.9976, -2.2883, 0.3691], [-1.1572, -2.0564, -1.2758], [0.1221, -2.1698, -1.9181], [-2.2259, -2.9183, -1.6968], [-1.7303, -0.3708, -1.3548], [-2.8830, -0.0489, -0.6671], [-3.3391, 1.2552, -0.6831], [-2.6453, 2.2409, -1.3796], [-1.4975, 1.8888, -2.0804], [-1.0395, 0.5816, -2.0748], [-0.1575, 0.2861, -2.6209], [-0.9582, 2.6427, -2.6350], [-3.1496, 3.6506, -1.3911], [-2.3521, 4.3489, -1.6308], [-3.9320, 3.7584, -2.1425], [-3.5756, 3.9138, -0.4259], [-4.2398, 1.5162, -0.1482], [-3.4077, -0.8228, -0.1317], [-1.6543, -2.9812, 0.6821], [0.3611, -3.1903, 1.6581], [1.0407, -2.4758, 0.1945], [1.0062, -1.3539, 2.7844], [0.8063, 0.4355, -0.4042], [1.9484, -0.8577, -0.8186], [2.8384, 1.2946, -1.5325], [2.7053, 1.9530, 0.1209], [5.1514, 2.3487, -0.1402], [6.1861, 0.9068, -0.1012]], "forces_ev_per_a": [[-0.02, 0.06, 0.28], [-0.05, 0.06, -0.11], [0.02, -0.10, -0.08], [0.06, 0.08, -0.09], [0.07, -0.05, -0.19], [0.02, 0.01, 0.10], [-0.22, -0.15, -0.14], [0.09, 0.27, -0.08], [0.12, -0.08, 0.07], [0.23, 0.22, 0.16], [-0.02, -0.28, 0.10], [-0.01, 0.04, 0.00], [0.02, -0.06, 0.00], [-0.01, -0.02, -0.03], [0.02, -0.02, 0.04], [0.01, -0.11, 0.12], [0.06, 0.05, 0.15], [-0.01, 0.16, 0.04], [-0.07, -0.11, 0.12], [0.01, 0.13, 0.07], [-0.12, 0.09, 0.06], [0.02, -0.08, -0.02], [0.13, 0.03, -0.07], [0.01, 0.10, -0.02], [-0.08, 0.05, 0.01], [-0.08, -0.04, 0.04], [-0.04, -0.14, 0.03], [0.47, 0.37, 0.09], [-0.15, -0.29, -1.07], [-0.25, -0.20, 0.34], [-0.03, 0.33, 0.18], [-0.13, 0.16, 0.22], [0.32, -0.45, -0.12], [-0.21, 0.10, 0.02], [0.08, -0.17, -0.14], [0.08, -0.06, -0.05], [-0.09, -0.03, 0.06], [0.08, -0.09, -0.13], [0.15, 0.03, -0.06], [0.06, 0.08, -0.05], [-0.03, -0.03, -0.05], [0.03, 0.10, 0.00], [-0.06, 0.08, -0.03], [-0.03, 0.08, 0.07], [-0.08, 0.02, 0.09], [-0.14, -0.03, 0.15], [-0.19, -0.13, -0.08], [-0.09, 0.02, -0.14], [0.11, -0.10, 0.23], [-0.01, 0.03, -0.15], [0.07, 0.00, -0.01], [-0.06, 0.05, 0.03], [-0.03, 0.04, -0.01], [-0.01, -0.02, -0.06], [0.04, -0.08, 0.05], [-0.05, 0.07, 0.04]], "mulliken_charge": [-1.30, 0.31, 0.34, 0.43, -0.42, 0.05, -1.44, 0.45, 0.22, -0.63, -0.92, 0.49, 0.33, 0.40, 0.35, -0.01, 0.07, -0.30, -0.90, -0.55, -0.65, -0.23, 0.53, 0.47, 0.46, 0.39, 0.44, -1.74, -0.05, 1.38, -0.66, -0.78, 0.25, -0.72, -0.51, 0.82, -0.65, -0.33, 0.49, 0.41, -1.71, 0.39, 0.38, 0.36, 0.41, 0.40, 0.30, 0.21, 0.69, 0.85, -0.52, 0.45, 0.47, 0.32, 0.31, 0.41], "relative_energy_kcal_mol": 77.2, "gap_ev": 9.08, "smiles": "CCN1CCN([C@H](CNS(=O)(=O)c2ccc(C)cc2)c2ccccc2)CC1", "lumo_ev": 0.600, "total_charge": 0}


[2]
{"formula": "C33H91N8O10V", "method": "ωB97M-V/def2-TZVPD", "species": ["O", "V", "C", "O", "H", "H", "H", "C", "C", "C", "O", "C", "N", "H", "H", "H", "H", "H", "H", "H", "H", "H", "H", "H", "C", "C", "C", "O", "C", "N", "H", "H", "H", "H", "H", "H", "H", "H", "H", "H", "H", "C", "C", "C", "O", "C", "N", "H", "H", "H", "H", "H", "H", "H", "H", "H", "H", "H", "C", "C", "C", "O", "C", "N", "H", "H", "H", "H", "H", "H", "H", "H", "H", "H", "H", "C", "C", "C", "O", "C", "N", "H", "H", "H", "H", "H", "H", "H", "H", "H", "H", "H", "C", "C", "C", "O", "C", "N", "H", "H", "H", "H", "H", "H", "H", "H", "H", "H", "H", "C", "C", "C", "O", "C", "N", "H", "H", "H", "H", "H", "H", "H", "H", "H", "H", "H", "C", "C", "C", "O", "C", "N", "H", "H", "H", "H", "H", "H", "H", "H", "H", "H", "H"], "xyz": [[0.9989, 4.0074, 0.0048], [-0.4636, 3.7161, 0.5598], [-0.2249, 0.3625, 0.3321], [-0.2044, 1.7443, 0.5117], [0.5922, 0.0296, -0.3202], [-0.1310, -0.1832, 1.2758], [-1.1655, 0.0929, -0.1674], [2.4627, -2.7881, -6.5822], [1.2879, -1.8195, -6.7350], [0.7328, -1.4285, -5.3813], [1.5680, -0.4816, -4.7411], [0.9977, -0.0806, -3.5125], [1.8028, -0.6581, -7.5100], [3.1488, -2.9082, -7.4173], [2.1532, -3.7959, -6.2829], [3.0320, -2.4218, -5.7218], [0.4976, -2.2896, -7.3255], [0.5796, -2.2883, -4.7143], [-0.2745, -0.9978, -5.5011], [1.6694, 0.5081, -2.8911], [0.7706, -0.9508, -2.8838], [0.1314, 0.5190, -3.8197], [1.8616, 0.0914, -6.8217], [2.7789, -0.7905, -7.7445], [-3.8822, 0.7556, 2.9236], [-3.2185, 1.5869, 4.0210], [-1.8207, 1.0750, 4.2740], [-1.0870, 1.9178, 5.1345], [-1.4224, 1.7182, 6.4908], [-3.1848, 2.9963, 3.5638], [-3.9700, -0.3221, 3.0495], [-3.4440, 0.9577, 1.9419], [-4.9228, 1.0962, 2.8604], [-3.9116, 1.6187, 4.8669], [-1.2778, 1.0856, 3.3220], [-1.8514, 0.0205, 4.5674], [-1.3128, 0.6707, 6.7787], [-2.4193, 2.1070, 6.7346], [-0.7919, 2.2973, 7.1670], [-2.6704, 3.5573, 4.2423], [-4.1311, 3.3592, 3.6727], [-4.6629, 2.9464, -0.2277], [-3.1525, 3.0511, -0.2990], [-2.6853, 3.7503, -1.5658], [-1.2590, 3.8929, -1.5255], [-0.7328, 4.6446, -2.6148], [-2.6739, 3.8503, 0.8851], [-5.1052, 3.9163, -0.4733], [-5.0340, 2.7263, 0.7753], [-5.0874, 2.1587, -0.8502], [-2.6088, 2.1031, -0.2424], [-3.1510, 4.7332, -1.6913], [-2.9222, 3.1197, -2.4264], [-1.1377, 5.6583, -2.6485], [-0.9840, 4.1554, -3.5585], [0.3507, 4.6853, -2.5519], [-3.3287, 4.6338, 0.9166], [-2.9442, 3.3507, 1.7698], [3.5156, 0.9132, 7.2829], [4.3154, 0.2326, 6.1639], [3.6293, 0.4801, 4.8289], [2.3561, -0.1136, 4.8511], [1.6245, 0.1656, 3.6852], [5.6555, 0.8385, 6.0729], [3.9493, 0.8233, 8.2793], [2.4865, 0.5524, 7.2790], [3.5081, 1.9872, 7.0679], [4.3649, -0.8511, 6.2776], [4.2893, 0.0242, 4.0786], [3.6110, 1.5605, 4.6235], [0.6266, -0.2522, 3.8153], [2.1114, -0.2728, 2.8055], [1.5161, 1.2454, 3.5211], [5.5261, 1.8468, 5.9814], [6.0587, 0.8180, 7.0085], [5.9113, 1.2164, 1.7114], [5.8723, 0.3271, 0.4806], [5.8193, 1.1474, -0.8008], [4.6918, 1.9895, -0.8802], [3.5257, 1.3170, -1.2721], [7.0647, -0.5227, 0.5079], [6.7047, 1.9579, 1.5759], [6.1183, 0.7025, 2.6535], [5.0130, 1.7940, 1.9440], [4.9288, -0.2426, 0.5128], [5.9306, 0.5262, -1.7029], [6.7203, 1.7671, -0.8510], [2.6640, 1.9766, -1.2020], [3.3631, 0.4190, -0.6626], [3.5972, 0.9217, -2.2940], [7.0395, -1.0716, 1.3627], [6.9596, -1.2374, -0.2112], [-1.9861, -2.2488, -2.5499], [-3.1898, -1.3086, -2.5159], [-2.9294, 0.0542, -3.1517], [-2.6061, -0.1671, -4.5040], [-2.4739, 1.0631, -5.1796], [-4.3532, -1.9701, -3.1914], [-1.6104, -2.4828, -3.5432], [-2.1180, -3.1466, -1.9433], [-1.1953, -1.7269, -1.9908], [-3.4405, -1.1991, -1.4537], [-2.1597, 0.5587, -2.5529], [-3.8917, 0.5862, -3.1019], [-3.4137, 1.6282, -5.1298], [-2.1301, 0.9144, -6.1997], [-1.7270, 1.7255, -4.7120], [-4.0241, -2.9188, -3.3479], [-4.3124, -1.5737, -4.1307], [-6.5490, -1.2329, 1.6060], [-5.5887, -1.5776, 0.4811], [-4.7827, -2.8530, 0.6916], [-3.7865, -2.7157, 1.6914], [-2.6922, -1.8902, 1.3179], [-6.3659, -1.7039, -0.7743], [-6.0055, -1.3519, 2.5474], [-7.4387, -1.8584, 1.5994], [-6.8669, -0.1885, 1.5516], [-4.8959, -0.7484, 0.2684], [-4.3218, -3.1320, -0.2691], [-5.4117, -3.6972, 0.9718], [-3.0752, -0.9329, 0.9653], [-2.1687, -2.3857, 0.4910], [-2.0677, -1.7922, 2.2018], [-6.8018, -0.8107, -0.9613], [-5.7573, -1.9796, -1.5453], [3.3154, -3.0041, -2.9949], [3.7279, -3.1615, -1.5320], [2.4737, -3.1224, -0.6692], [2.7320, -3.5600, 0.6462], [1.7098, -3.2956, 1.5525], [4.4963, -4.3972, -1.3684], [2.5863, -3.7398, -3.3409], [4.1449, -3.0388, -3.6990], [2.8962, -1.9945, -3.0389], [4.3485, -2.2881, -1.3066], [1.7229, -3.8115, -1.0963], [1.9922, -2.1313, -0.6879], [1.4483, -2.2347, 1.6699], [2.0535, -3.6442, 2.5290], [0.7609, -3.8329, 1.3988], [3.9335, -5.1683, -1.7196], [4.5622, -4.5610, -0.3660]], "forces_ev_per_a": [[-2.50, 1.13, 1.31], [3.27, -4.90, -3.14], [-0.29, 0.14, -0.76], [-0.89, 3.46, 1.34], [0.06, 0.13, 0.05], [-0.12, 0.17, 0.09], [0.02, -0.32, 0.15], [-0.08, -0.63, 1.42], [1.52, -0.47, -1.26], [-0.78, 0.38, 0.05], [0.70, -0.20, 0.34], [-0.12, -0.01, -0.42], [-0.60, 0.66, 1.03], [-0.30, 0.28, -0.31], [-0.18, 0.04, -0.14], [0.29, 0.02, -0.22], [-0.14, 0.01, 0.18], [0.25, -0.22, -0.22], [0.09, 0.13, -0.06], [0.27, 0.25, -0.57], [-0.52, 0.01, -0.21], [-0.35, -0.13, 0.85], [-0.11, 0.25, -0.35], [-0.07, -0.33, -0.16], [-0.98, 0.63, -0.21], [-0.76, -0.11, -0.54], [0.13, 0.46, -0.29], [0.21, -0.21, 0.20], [-0.20, 0.33, 0.81], [-0.09, 0.38, 0.08], [0.41, 0.03, 0.40], [0.25, -0.05, 0.12], [0.01, -0.04, -0.15], [0.55, -0.78, 0.46], [-0.08, 0.14, -0.09], [0.02, 0.08, 0.47], [-0.21, -0.06, -0.06], [-0.21, -0.43, -0.23], [0.49, 0.03, -0.52], [0.31, -0.25, -0.07], [-0.03, -0.08, -0.19], [-0.45, -0.18, 0.05], [0.44, 0.28, 0.42], [-0.10, -0.36, -0.24], [-0.05, 0.03, 1.43], [0.25, 0.23, -0.75], [-0.31, 0.10, -0.31], [-0.05, -0.11, -0.28], [0.39, -0.12, 0.12], [0.12, 0.18, -0.31], [-0.37, -0.19, -0.01], [-0.01, 0.01, 0.05], [-0.15, 0.11, -0.08], [-0.05, -0.02, 0.23], [-0.11, -0.13, 0.10], [-0.03, -0.09, 0.33], [0.55, 0.42, 0.03], [0.54, -0.01, 0.01], [-0.24, -0.09, -0.30], [-0.30, 1.11, 0.32], [0.90, -0.41, 0.17], [-0.18, 0.30, -0.13], [0.01, 0.02, -0.01], [0.09, -0.01, 0.41], [0.06, -0.35, -0.06], [-0.01, 0.04, 0.22], [-0.16, -0.01, -0.05], [0.28, 0.04, 0.27], [-0.29, 0.00, -0.27], [-0.35, 0.02, 0.01], [0.05, -0.13, -0.05], [-0.06, 0.00, -0.05], [0.05, 0.02, 0.03], [-0.11, -0.08, -0.43], [0.22, -0.47, -0.13], [0.23, 0.90, 0.46], [-0.75, -0.04, 0.55], [1.07, 0.07, -0.26], [-0.16, 0.21, -0.01], [0.18, -0.80, -0.14], [-0.47, -0.49, -0.43], [0.08, -0.08, 0.09], [0.19, -0.39, -0.26], [-0.22, -0.15, -0.56], [0.15, -0.26, 0.10], [-0.43, -0.27, 0.12], [-0.20, 0.28, 0.24], [0.07, 0.16, 0.12], [-0.26, 0.13, 0.23], [0.18, 0.30, -0.16], [0.16, 0.23, 0.13], [0.23, 0.16, -0.15], [0.89, 0.97, 0.99], [-0.35, -1.31, -0.21], [-0.83, -1.25, 0.48], [0.53, 0.58, 0.17], [0.15, 0.66, 0.17], [1.05, 0.53, -0.23], [-0.18, -0.01, -0.07], [-0.47, -0.16, -0.34], [0.25, -0.08, -0.30], [-0.06, 0.44, -0.08], [0.20, 0.27, -0.40], [0.17, 0.38, 0.09], [-0.08, -0.16, -0.35], [-0.31, -0.26, -0.06], [0.11, -0.27, 0.16], [-0.49, -0.18, 0.02], [-0.47, -0.18, -0.04], [0.77, 0.21, 0.43], [-0.81, 0.22, -1.40], [0.21, 0.15, -0.23], [-0.06, 0.11, 0.38], [-0.87, -0.86, -0.42], [0.16, -0.64, 0.60], [-0.29, -0.03, 0.13], [0.11, -0.17, -0.08], [-0.05, -0.02, -0.09], [0.24, 0.02, 0.80], [0.10, 0.05, 0.02], [-0.12, 0.13, 0.17], [0.42, 0.19, 0.09], [0.35, 0.16, 0.09], [0.15, 0.13, -0.11], [-0.04, -0.09, -0.32], [-0.29, 0.38, -0.11], [-0.07, 0.72, 0.29], [-0.01, -0.54, -0.72], [-0.82, -0.48, -0.21], [0.34, 0.50, -0.19], [-0.49, -0.22, 1.18], [-0.22, 0.32, 0.53], [-0.12, 0.00, 0.24], [0.24, -0.01, 0.27], [-0.25, -0.14, -0.55], [0.21, -0.21, 0.29], [0.08, 0.04, -0.14], [0.26, 0.12, 0.17], [0.26, 0.08, -0.32], [0.12, 0.11, -0.05], [0.19, -0.09, -0.58], [0.08, 0.00, -0.09], [0.24, -0.16, -0.08]], "mulliken_charge": [-0.58, 0.99, 1.63, -0.17, -0.54, -0.14, -0.94, -1.27, 0.24, -0.02, -0.58, 0.57, -0.81, 0.44, 0.32, 0.21, 0.33, 0.16, 0.01, -0.26, -0.07, 0.11, 0.33, 0.30, -1.19, 0.36, -0.27, -0.39, -0.77, -0.71, 0.41, -0.26, 0.49, 0.50, -0.49, 0.65, 0.32, 0.28, 0.33, 0.22, 0.27, -1.46, 1.61, -0.59, 0.17, -0.83, -0.28, 0.51, 0.34, 0.27, -1.02, 0.60, 0.26, 0.33, 0.23, 0.27, 0.27, 0.21, -1.29, 0.22, -0.52, -0.43, -0.16, -0.72, 0.39, 0.29, 0.32, 0.33, 0.16, 0.32, 0.16, -0.04, 0.36, 0.29, 0.29, -1.64, 1.61, -0.91, -0.44, -0.24, -0.80, 0.35, 0.45, 0.32, -0.54, 0.35, 0.40, 0.08, 0.05, 0.31, 0.31, 0.31, -1.55, 2.83, -0.53, -0.45, -0.66, -0.70, 0.56, 0.43, 0.02, -1.98, 0.02, 0.61, 0.40, 0.34, 0.03, 0.29, 0.39, -1.78, 2.16, -0.87, -0.48, 0.20, -0.75, 0.33, 0.44, 0.31, -0.74, 0.19, 0.38, -0.69, 0.34, 0.40, 0.31, 0.24, -1.28, 0.75, 0.24, -0.41, -0.39, -0.70, 0.41, 0.44, 0.01, -0.31, 0.39, -0.31, -0.08, 0.37, 0.31, 0.30, 0.34], "spin_multiplicity": 2, "relative_energy_kcal_mol": 33.4, "gap_ev": [6.25, 6.45], "lumo_ev": [-4.591, -4.383], "total_charge": 1}